[1]
ORCA calculation (wB97M-V/def2-TZVPD) on a cluster of 8 separate species, C28H52F4O20 in total at a distorted geometry.

Computed properties:
E_HOMO: -9.54 eV
Spin multiplicity: 1
Charge: 0
E_tot: -81693.9140 eV

Element x y z (Å)
O: -0.260 -4.492 -2.327
C: 0.684 -4.325 -3.069
O: 0.918 -3.133 -3.676
C: 2.098 -3.297 -4.508
C: 2.703 -4.559 -4.018
F: 3.590 -4.286 -2.965
O: 1.643 -5.280 -3.418
H: 1.686 -3.502 -5.534
H: 2.733 -2.378 -4.577
H: 3.173 -5.300 -4.707
O: 0.505 -0.647 5.070
C: 0.794 -1.428 4.237
O: 1.045 -1.182 2.979
C: 1.194 -2.431 2.274
C: 1.248 -3.440 3.350
F: 2.495 -3.953 3.596
O: 0.819 -2.756 4.475
H: 0.295 -2.620 1.678
H: 2.133 -2.463 1.657
H: 0.669 -4.257 3.093
O: 2.697 4.193 -3.652
C: 2.595 4.140 -2.479
O: 3.499 4.015 -1.527
C: 2.835 3.689 -0.270
C: 1.498 4.318 -0.544
F: 1.531 5.658 -0.170
O: 1.365 4.273 -1.908
H: 2.770 2.630 -0.204
H: 3.400 4.175 0.520
H: 0.558 3.942 -0.101
O: 2.497 0.515 0.185
C: 1.427 0.402 -0.442
O: 0.827 -0.812 -0.596
C: -0.212 -0.561 -1.557
C: -0.408 0.950 -1.621
F: -1.352 1.493 -0.812
O: 0.818 1.421 -1.128
H: 0.137 -0.865 -2.589
H: -1.031 -1.185 -1.277
H: -0.465 1.292 -2.615
C: -1.751 -0.117 -4.698
O: -0.414 0.411 -4.722
C: 0.437 -0.033 -5.743
C: 1.785 0.387 -5.284
O: 2.049 -0.392 -4.187
C: 3.203 0.040 -3.454
H: -2.058 -0.332 -5.751
H: -2.258 0.636 -4.136
H: -1.820 -1.012 -4.113
H: 0.209 0.514 -6.691
H: 0.342 -1.108 -5.940
H: 1.799 1.443 -5.040
H: 2.445 0.162 -6.135
H: 4.127 0.109 -4.021
H: 3.409 -0.657 -2.588
H: 3.063 1.080 -3.116
C: -0.529 -6.003 0.833
O: -0.842 -4.816 1.534
C: -2.135 -4.382 1.111
C: -2.494 -3.010 1.698
O: -1.727 -2.005 1.063
C: -2.286 -0.691 1.312
H: -1.202 -6.812 1.004
H: 0.533 -6.305 1.072
H: -0.552 -5.810 -0.202
H: -2.954 -5.040 1.400
H: -2.194 -4.260 0.069
H: -2.374 -2.949 2.789
H: -3.529 -2.923 1.554
H: -3.251 -0.490 0.854
H: -1.595 0.044 0.909
H: -2.545 -0.617 2.388
C: 3.704 4.684 3.629
O: 3.899 3.489 2.875
C: 3.421 2.364 3.477
C: 1.954 2.452 3.743
O: 1.365 2.462 2.439
C: 0.013 2.608 2.549
H: 2.753 5.220 3.412
H: 4.529 5.405 3.405
H: 3.673 4.561 4.772
H: 3.869 2.158 4.435
H: 3.588 1.587 2.714
H: 1.585 3.391 4.282
H: 1.566 1.620 4.346
H: -0.439 1.692 2.974
H: -0.431 2.804 1.563
H: -0.208 3.509 3.143
C: -5.599 0.476 -0.324
O: -4.715 1.137 0.592
C: -5.454 2.128 1.356
C: -4.419 2.649 2.431
O: -4.310 1.527 3.332
C: -3.344 1.706 4.308
H: -6.412 -0.029 0.190
H: -5.050 -0.354 -0.808
H: -5.953 1.235 -0.974
H: -6.373 1.665 1.807
H: -5.675 2.989 0.724
H: -4.912 3.485 2.972
H: -3.422 2.953 2.128
H: -2.327 1.705 3.965
H: -3.421 1.006 5.114
H: -3.496 2.704 4.842

---

[2]
ORCA calculation (wB97M-V/def2-TZVPD) on a structure of composition C28H52InOP2 at a distorted geometry.

Computed properties:
E_HOMO: -9.70 eV
Spin multiplicity: 1
Charge: +1
E_tot: -55668.2189 eV

Element x y z (Å)
In: 1.413 -0.254 2.601
C: -1.318 -4.110 -0.692
C: -0.962 -3.534 -1.946
C: 0.970 -3.898 -0.784
C: -0.102 -4.415 -0.023
C: 0.449 -3.395 -1.996
C: -2.685 -4.272 -0.181
H: -3.413 -4.222 -0.996
H: -2.938 -3.476 0.539
H: -2.812 -5.233 0.331
C: 0.054 -5.114 1.262
H: -0.869 -5.649 1.508
H: 0.280 -4.388 2.045
H: 0.870 -5.847 1.255
C: 2.383 -3.900 -0.337
H: 2.688 -4.901 0.001
H: 2.543 -3.212 0.512
H: 3.047 -3.613 -1.160
C: 1.199 -2.845 -3.143
H: 1.219 -3.552 -3.982
H: 2.232 -2.638 -2.852
H: 0.741 -1.923 -3.511
C: -1.884 -3.149 -3.023
H: -1.538 -3.538 -3.995
H: -1.944 -2.053 -3.127
H: -2.897 -3.539 -2.863
C: -2.738 0.259 -0.247
C: -3.351 -0.459 -1.201
C: -3.599 0.110 -2.577
C: -2.454 0.926 -3.241
C: -1.117 0.274 -3.127
C: -0.227 0.346 -2.128
C: -0.353 1.066 -0.795
C: -1.791 1.427 -0.408
H: -4.470 0.786 -2.558
H: -2.505 1.929 -2.818
H: -3.868 -0.710 -3.255
H: -2.185 2.216 -1.039
H: -2.885 -0.006 0.813
H: -3.878 -1.392 -0.947
H: -1.749 1.903 0.583
H: 0.081 0.417 -0.004
H: 0.741 -0.185 -2.232
H: 0.267 1.990 -0.769
H: -2.702 1.050 -4.306
H: -0.766 -0.251 -4.025
P: 1.234 4.032 0.694
P: 4.112 3.951 -0.215
C: 2.097 5.705 0.654
C: 3.600 5.575 0.547
H: 1.833 6.253 1.563
H: 1.712 6.282 -0.194
H: 4.022 6.388 -0.054
H: 4.072 5.611 1.535
C: 5.903 4.415 -0.257
H: 6.453 3.695 -0.875
H: 6.295 4.381 0.766
H: 6.023 5.431 -0.662
C: 3.779 4.474 -1.971
H: 4.098 5.516 -2.119
H: 2.718 4.369 -2.220
H: 4.355 3.819 -2.638
C: 0.689 4.093 2.445
H: 0.038 3.233 2.645
H: 0.155 5.032 2.640
H: 1.577 4.031 3.089
C: -0.238 4.752 -0.176
H: 0.077 5.088 -1.172
H: -0.603 5.621 0.383
H: -1.044 4.023 -0.296
C: -2.344 -1.352 3.230
C: -1.067 -2.057 3.666
C: -0.726 -1.720 5.130
C: -1.416 -3.542 3.540
O: -0.031 -1.809 2.733
H: -3.151 -1.537 3.954
H: -2.680 -1.753 2.270
H: -2.224 -0.280 3.094
H: -1.552 -2.074 5.758
H: 0.176 -2.198 5.518
H: -0.612 -0.658 5.361
H: -1.824 -3.737 2.548
H: -0.527 -4.160 3.673
H: -2.155 -3.919 4.253